1.
Here is a 2-piece molecular cluster, C3H6Br2O2 overall at a distorted geometry from the Open Molecules 2025 dataset. Energies are from ωB97M-V/def2-TZVPD.

Structure (ORCA input):
```
! RIJCOSX wB97M-V def2-TZVPD def2/J DEFGRID3
* xyz 0 1
Br 1.1888 1.7694 -0.3117
Br 2.4426 -1.8006 1.3294
O -1.8712 1.0974 0.2965
O -0.3437 -0.0227 1.5101
C -0.9772 0.0043 0.2950
C 0.0694 0.2026 -0.7053
C 0.4483 -0.5060 -1.7634
H 1.2360 -0.9411 1.6397
H -0.0890 -1.2444 -2.2116
H -1.5096 -1.0485 0.1104
H 1.5208 -0.2250 -2.2555
H -0.7276 0.8448 1.9956
H -1.3876 1.8698 0.0708
*
```

Output
LUMO level	0.01571	Eh
HOMO energy	-9.9	eV
structure (SMILES)	C=C(Br)C(O)O.Br
energy above the lowest of the compared OMol25 structures with the same formula, charge and spin	46.80	kcal per mole


2.
Here is C4H7NOS as an isolated structure at a distorted geometry from the Open Molecules 2025 dataset. Energies are from ωB97M-V/def2-TZVPD.

Structure (ORCA input):
```
! RIJCOSX wB97M-V def2-TZVPD def2/J DEFGRID3
* xyz 0 1
S 0.5008 -1.0622 -1.2758
O 2.1946 -0.8363 -1.5875
N 0.7740 -1.9858 0.0612
C -0.0064 0.5274 -0.3576
C -1.4060 1.0140 -0.8311
C 0.6751 -1.3663 1.1385
C 0.2243 0.0987 1.0560
H -1.4400 1.0250 -1.8858
H 0.6902 1.3145 -0.6923
H 0.7628 -1.9443 2.1200
H -1.5482 2.0576 -0.5218
H -2.2177 0.3865 -0.4154
H -0.4073 0.2341 1.9200
H 1.2037 0.5371 1.2716
*
```

Output
LUMO level	0.01851	Eh
HOMO energy	-9.0	eV
energy above the lowest of the compared OMol25 structures with the same formula, charge and spin	75.34	kcal per mole


3.
Here is an isolated ion of composition C6H12N and charge +1 at a distorted geometry from the Open Molecules 2025 dataset. Energies are from ωB97M-V/def2-TZVPD.

Structure (ORCA input):
```
! RIJCOSX wB97M-V def2-TZVPD def2/J DEFGRID3
* xyz 1 3
N 0.3844 1.1462 -0.3386
C 1.7991 -0.8251 -0.3544
C 0.3129 -0.3511 1.6254
C -1.7611 -1.3845 -0.9836
C -0.6342 -1.0855 -0.4926
C 0.4351 -0.2665 0.0928
C -0.7915 1.9506 -0.1685
H 1.9047 -0.7688 -1.4351
H 0.9984 0.3657 2.0670
H -1.5938 1.7313 -0.8859
H 2.5837 -0.2356 0.1117
H -0.4948 2.9896 -0.3194
H 1.9121 -1.8610 -0.0498
H 0.8454 1.3019 -1.2294
H -1.9841 -2.3581 -1.4044
H -2.6208 -0.7134 -1.0076
H -0.6949 -0.1293 1.9637
H -1.1779 1.8409 0.8432
H 0.5773 -1.3472 1.9655
*
```

Output
LUMO level (spin up / spin down)	-0.11092 / -0.30000	Eh
HOMO energy (spin up / spin down)	-12.4 / -14.5	eV
energy above the lowest of the compared OMol25 structures with the same formula, charge and spin	8.53	kcal per mole
⟨S²⟩	2.01


4.
Here is a 2-piece molecular cluster, C4H8O2 overall from the Open Molecules 2025 dataset. Energies are from ωB97M-V/def2-TZVPD.

Structure (ORCA input):
```
! RIJCOSX wB97M-V def2-TZVPD def2/J DEFGRID3
* xyz 0 1
O 1.5019 -1.2176 1.0478
O -0.3009 0.2279 -1.6479
C -1.9261 1.5407 -0.4708
C -0.9162 0.4387 -0.6262
C 0.8378 -2.0863 0.3476
C 1.9627 -0.0563 0.6936
H -1.6190 2.2104 0.3408
H -2.0175 2.0986 -1.4048
H -2.8977 1.1185 -0.1874
H 1.8990 0.2432 -0.3457
H -0.7624 -0.2144 0.2618
H 0.6597 -1.8927 -0.7051
H 0.5830 -2.9935 0.8746
H 2.5218 0.4602 1.4587
*
```

Output
LUMO level (spin up / spin down)	0.02860 / 0.03129	Eh
HOMO energy (spin up / spin down)	-7.4 / -7.4	eV
energy above the lowest of the compared OMol25 structures with the same formula, charge and spin	109.73	kcal per mole